# 1
Here is an isolated molecule of C3H6N2O2 from the OMol25 dataset. Energies are from ωB97M-V/def2-TZVPD.

Results
HOMO energy	-0.341	Eh
energy relative to the best compared isomer or geometry (same formula, charge and spin)	5.7693	eV
lowest unoccupied orbital energy	-0.13	eV
largest force on an atom	3.83	eV/Å
E_tot	-10279.0281	eV
molar mass	102.09	g/mol

```
13
Properties=species:S:1:pos:R:3:forces:R:3
C 1.656 -0.914 -0.323 -0.05 2.12 -0.36
C 0.742 0.015 -0.135 -2.27 -2.32 1.90
C -0.573 -0.404 0.870 2.15 3.17 0.19
N 0.740 1.307 -0.494 -1.36 3.37 0.03
N -1.747 -0.085 0.053 -0.16 0.09 -2.56
O -1.960 1.112 -0.116 -0.45 -0.24 0.82
O -2.240 -0.941 -0.692 0.45 0.40 1.62
H 2.610 -0.666 -0.712 0.64 0.01 -0.55
H 1.394 -1.852 -0.041 -0.19 -2.77 0.76
H -0.588 -1.415 1.214 0.09 -0.48 0.05
H -0.481 0.423 1.726 -0.52 -2.11 -1.72
H 0.421 1.611 -1.422 0.71 -0.98 0.08
H 0.026 1.808 0.075 0.97 -0.25 -0.26
```
Positions in Å, forces in eV/Å.



# 2
Here is a structure of composition C3H4FNOS from the OMol25 dataset. Energies are from ωB97M-V/def2-TZVPD.

Results
multiplicity	3
HOMO energy (alpha / beta)	-0.217 / -0.365	Eh
energy relative to the best compared isomer or geometry (same formula, charge and spin)	5.0981	eV
lowest unoccupied orbital energy (alpha / beta)	0.66 / -2.61	eV
largest force on an atom	6.66	eV/Å
E_tot	-20257.2837	eV
molar mass	121.14	g/mol
⟨S²⟩	2.007

```
11
Properties=species:S:1:pos:R:3:forces:R:3
C -0.597 0.925 -0.029 -3.12 -2.88 0.21
C -1.021 -0.512 -0.527 -3.18 4.81 -3.15
C 0.562 -0.858 0.617 5.50 1.53 3.43
N 0.651 0.602 0.662 0.76 -2.56 -0.47
O 3.197 0.034 -0.144 0.45 0.12 0.25
F -2.221 -0.857 -0.103 -1.14 -0.63 0.45
S 1.810 -0.143 -0.508 -1.05 -0.47 1.18
H -0.483 1.744 -0.654 0.43 1.14 -1.87
H -1.444 1.205 0.627 0.72 -0.10 0.36
H -0.824 -0.845 -1.548 0.29 -0.35 0.28
H 0.370 -1.295 1.608 0.34 -0.62 -0.67
```
Positions in Å, forces in eV/Å.



# 3
Here is a structure of composition C23H30N4O4Sn from the OMol25 dataset. Energies are from ωB97M-V/def2-TZVPD.

Results
net charge	+4
HOMO energy (alpha / beta)	-0.712 / -0.724	Eh
lowest unoccupied orbital energy (alpha / beta)	-12.11 / -13.68	eV
largest force on an atom	0.21	eV/Å
E_tot	-44279.1786	eV
molar mass	545.23	g/mol

```
62
Properties=species:S:1:pos:R:3:forces:R:3
Sn -0.362 0.844 1.017 -0.10 0.09 0.16
C 1.707 0.516 3.653 -0.01 0.00 -0.01
C 0.337 -0.022 4.001 -0.01 0.02 0.00
O -0.710 0.696 3.298 0.03 0.00 0.00
C -1.242 1.902 3.888 0.00 0.00 0.00
C -0.460 3.116 3.440 0.00 -0.02 -0.01
O -0.242 3.015 2.013 0.02 -0.01 -0.01
C 0.742 3.979 1.550 -0.01 -0.03 0.00
C 1.140 3.613 0.138 0.00 0.01 0.01
O 1.388 2.206 0.023 -0.02 0.00 0.01
C 2.711 1.701 0.291 0.01 0.00 0.01
C 2.908 1.395 1.760 -0.01 0.00 -0.01
O 1.748 0.673 2.225 -0.01 0.01 -0.01
H 2.474 -0.190 3.978 0.00 0.00 0.00
H 1.907 1.480 4.126 0.00 0.01 0.00
H 0.154 0.024 5.074 0.00 0.00 0.00
H 0.239 -1.058 3.677 -0.01 0.00 0.00
H -1.231 1.821 4.975 0.00 0.00 0.00
H -2.276 1.953 3.552 0.00 0.00 -0.01
H 0.512 3.178 3.932 0.01 0.00 0.00
H -1.016 4.028 3.664 0.00 0.00 0.00
H 1.592 3.955 2.234 0.01 -0.01 0.00
H 0.307 4.980 1.578 0.00 0.00 0.00
H 2.014 4.189 -0.171 0.00 0.00 0.01
H 0.334 3.827 -0.566 0.00 0.00 -0.01
H 3.462 2.412 -0.055 0.00 0.00 0.00
H 2.798 0.795 -0.308 0.00 -0.01 0.00
H 3.020 2.301 2.361 0.00 0.01 0.00
H 3.801 0.782 1.895 0.00 0.00 0.00
C -4.301 3.741 0.221 0.01 0.01 0.00
C -3.098 3.130 0.559 0.00 -0.01 -0.01
N -2.957 1.831 0.863 -0.01 0.02 -0.01
C -4.052 1.068 0.841 0.00 0.00 0.01
C -5.327 1.597 0.521 0.01 0.00 0.00
C -5.437 2.967 0.201 -0.01 0.00 0.00
C -6.459 0.760 0.537 0.00 -0.02 0.00
C -6.352 -0.605 0.868 -0.02 0.02 0.00
C -5.113 -1.170 1.182 0.01 -0.02 -0.01
C -4.987 -2.542 1.512 -0.01 0.01 0.00
C -3.741 -3.041 1.796 0.01 0.00 0.00
C -2.657 -2.167 1.740 0.00 0.01 0.00
N -2.742 -0.860 1.443 0.02 -0.01 -0.02
C -3.939 -0.366 1.169 0.00 0.02 0.00
H -4.328 4.795 -0.014 0.00 0.00 0.00
H -2.191 3.720 0.594 0.00 0.00 0.00
H -6.402 3.390 -0.049 0.00 0.00 0.00
H -7.431 1.173 0.295 0.00 0.00 0.00
H -7.245 -1.219 0.879 0.00 0.00 0.00
H -5.867 -3.174 1.534 0.00 0.00 0.00
H -3.588 -4.080 2.052 0.00 0.00 0.00
H -1.660 -2.543 1.943 0.00 0.00 0.00
C 6.659 -5.115 -9.102 0.00 0.00 0.02
N 6.382 -5.727 -7.798 0.01 -0.01 0.00
C 6.929 -7.052 -7.487 0.00 0.01 0.00
C 5.677 -5.081 -6.905 -0.02 0.01 0.00
N 5.045 -4.503 -6.109 0.10 -0.09 -0.12
H 6.413 -5.845 -9.874 0.00 0.00 0.00
H 7.730 -4.900 -9.146 0.00 -0.01 0.00
H 6.078 -4.205 -9.216 0.00 0.00 0.00
H 6.605 -7.739 -8.270 0.00 0.00 0.00
H 6.585 -7.375 -6.510 0.00 0.00 0.00
H 8.019 -6.975 -7.513 0.00 0.00 -0.01
```
Positions in Å, forces in eV/Å.



# 4
Here is an isolated molecule of C7H8S from the OMol25 dataset. Energies are from ωB97M-V/def2-TZVPD.

Results
HOMO energy	-0.312	Eh
energy relative to the best compared isomer or geometry (same formula, charge and spin)	3.3177	eV
lowest unoccupied orbital energy	1.01	eV
largest force on an atom	7.21	eV/Å
E_tot	-18219.9952	eV
molar mass	124.21	g/mol

```
16
Properties=species:S:1:pos:R:3:forces:R:3
C 2.469 0.447 -0.134 -5.02 -1.63 -2.81
C 0.267 -1.017 0.545 -6.67 2.34 1.44
C -1.126 -1.534 -0.001 -1.52 -0.82 -2.88
C -2.095 -0.542 -0.413 4.69 -3.42 1.73
C -1.425 0.811 -0.068 -3.01 2.12 1.74
C 0.002 0.480 0.329 -1.69 -0.83 -1.03
C 1.045 1.168 0.020 3.82 3.57 -2.64
H 3.057 0.671 0.663 2.13 0.25 2.11
H 2.935 0.440 -1.168 -0.49 0.85 1.49
H 0.106 -1.178 1.609 0.84 -0.43 0.49
H -1.185 -2.741 -0.219 -0.35 3.30 0.83
H -3.118 -0.879 -0.680 0.84 0.92 0.01
H -1.603 1.806 -0.699 0.75 -2.56 0.64
H -2.052 1.126 0.852 1.06 -0.24 -0.86
H 1.016 2.239 -0.436 -0.19 -1.88 1.15
S 1.705 -1.299 -0.198 4.80 -1.56 -1.42
```
Positions in Å, forces in eV/Å.



# 5
Here is an isolated molecule of C3H8N2OS from the OMol25 dataset. Energies are from ωB97M-V/def2-TZVPD.

Results
HOMO energy	-0.341	Eh
energy relative to the best compared isomer or geometry (same formula, charge and spin)	0.5818	eV
lowest unoccupied orbital energy	0.63	eV
largest force on an atom	2.24	eV/Å
E_tot	-19103.9203	eV
molar mass	120.18	g/mol

```
15
Properties=species:S:1:pos:R:3:forces:R:3
C 0.605 0.208 -0.386 -0.17 1.15 -1.17
C -0.314 0.727 -1.511 -0.12 -0.59 0.81
S 0.343 0.531 -3.165 -0.16 0.15 -0.82
N 0.174 0.679 0.908 -0.29 -0.65 -0.21
C -0.603 -0.059 1.760 1.14 -1.18 1.53
N -0.788 -1.435 1.447 0.23 0.18 0.04
O -0.935 0.341 2.857 -0.45 0.65 -0.35
H 1.604 0.599 -0.584 0.14 -0.29 0.14
H 0.560 -0.864 -0.525 0.43 -0.32 0.48
H -1.266 0.226 -1.357 -0.16 -0.26 -0.41
H -0.539 1.767 -1.426 0.15 0.82 0.30
H 1.354 -0.317 -2.988 0.05 -0.24 0.40
H 0.763 1.329 1.398 -0.22 0.31 -0.09
H -1.070 -1.868 2.320 -0.48 0.15 -0.14
H 0.112 -1.865 1.252 -0.10 0.11 -0.51
```
Positions in Å, forces in eV/Å.



# 6
Here is a cluster of 3 separate species, C31H76BIN6O6P3 in total from the OMol25 dataset. Energies are from ωB97M-V/def2-TZVPD.

Results
net charge	-1
HOMO energy	-0.123	Eh
energy relative to the best compared isomer or geometry (same formula, charge and spin)	2.7835	eV
lowest unoccupied orbital energy	1.05	eV
largest force on an atom	6.52	eV/Å
E_tot	-91245.3396	eV
molar mass	859.62	g/mol

```
124
Properties=species:S:1:pos:R:3:forces:R:3
C -4.402 2.334 0.261 -0.48 -0.66 -0.48
C -4.685 2.184 -1.292 0.66 0.27 0.39
C -3.473 1.505 -2.047 -1.14 -0.09 -0.46
C -3.484 -0.051 -1.793 -0.75 0.82 -0.48
O -2.987 -0.440 -0.526 0.14 -1.21 -0.38
C -1.581 -0.695 -0.558 2.40 0.99 0.78
O -0.984 -1.071 0.661 -1.39 0.87 -0.41
B -0.867 -2.528 0.796 0.16 -0.09 0.77
C 0.448 -3.113 1.614 -0.02 -0.52 -0.82
C 1.768 -3.145 0.755 0.77 -0.54 0.72
C 2.817 -2.008 1.070 -0.41 0.03 -1.01
C 2.253 -0.772 1.854 1.90 -0.38 0.81
C 3.219 0.458 1.619 -0.62 0.55 0.55
C 2.405 1.809 1.770 0.86 -0.34 -0.40
C 3.001 2.992 0.913 -1.18 0.42 0.19
C 2.444 2.993 -0.567 0.23 -0.19 0.72
C 1.111 3.828 -0.692 1.14 -0.83 -0.84
O 0.188 3.444 0.325 0.21 1.09 -0.13
C -0.407 4.574 0.947 -0.52 -0.12 0.72
P -2.328 -3.522 1.664 -1.05 -1.09 0.24
C -2.018 -3.588 3.549 -0.37 0.65 -0.17
C -3.973 -2.611 1.528 -0.23 0.26 1.26
C -4.023 -1.256 2.339 -0.42 0.32 -1.01
O -0.943 -2.961 -0.641 0.24 1.02 -2.27
C -1.029 -1.876 -1.487 -1.57 -0.14 1.40
I 0.877 -0.981 -2.222 0.48 -0.09 -0.30
H -4.790 3.292 0.675 0.33 -0.61 -0.33
H -3.304 2.235 0.449 -0.95 0.12 0.04
H -4.948 1.497 0.771 0.79 0.73 -0.13
H -5.589 1.539 -1.457 0.69 0.61 0.12
H -4.920 3.195 -1.715 0.32 -0.84 0.16
H -2.496 1.996 -1.835 -0.66 -0.43 0.10
H -3.670 1.652 -3.147 0.28 -0.22 0.85
H -3.013 -0.566 -2.665 -0.01 0.21 0.79
H -4.567 -0.353 -1.807 0.92 0.15 0.00
H -1.141 0.320 -0.740 -0.08 -0.88 -0.55
H 0.560 -2.647 2.626 0.14 -0.23 -0.88
H 0.189 -4.193 1.820 0.25 0.93 -0.11
H 2.275 -4.128 0.977 -0.35 0.84 -0.29
H 1.591 -3.166 -0.352 -0.28 0.09 1.06
H 3.180 -1.618 0.076 -0.30 -0.33 0.85
H 3.729 -2.469 1.539 -0.84 0.67 -0.02
H 1.181 -0.543 1.659 0.85 -0.21 -0.28
H 2.346 -1.021 2.950 -0.45 0.24 -0.87
H 4.039 0.499 2.386 -0.60 -0.30 -0.72
H 3.739 0.371 0.629 -0.66 0.23 0.62
H 2.435 2.128 2.844 -0.22 -0.38 -0.77
H 1.349 1.569 1.479 0.89 0.66 0.24
H 4.120 3.036 0.955 -0.93 -0.29 -0.03
H 2.617 3.939 1.394 0.55 -0.65 -0.42
H 3.233 3.412 -1.239 -0.79 -0.19 0.25
H 2.280 1.925 -0.862 -0.03 0.86 0.06
H 1.372 4.916 -0.652 -0.33 -0.70 0.19
H 0.676 3.609 -1.705 0.15 0.31 0.78
H -1.088 5.125 0.251 0.60 -0.21 0.37
H -1.036 4.198 1.791 0.46 0.17 -0.69
H 0.355 5.263 1.405 -0.53 -0.47 -0.60
H -1.518 -2.649 3.915 -0.43 -0.94 -0.09
H -3.020 -3.699 4.045 0.89 0.11 -0.33
H -1.410 -4.489 3.793 -0.35 0.77 -0.19
H -4.757 -3.285 1.979 0.66 0.49 -0.47
H -4.258 -2.485 0.452 0.48 0.08 0.88
H -3.239 -0.531 1.997 -0.55 -0.81 0.33
H -5.010 -0.769 2.103 0.70 -0.24 0.50
H -3.934 -1.396 3.443 -0.09 -0.06 -0.86
H -1.544 -2.044 -2.464 0.41 -0.28 1.03
O 6.530 2.526 2.350 1.53 -3.23 -1.01
P 8.035 2.561 2.652 -0.54 6.00 2.49
N 7.886 2.846 4.343 0.55 -0.60 1.45
C 7.589 4.125 4.947 0.00 0.42 -0.39
C 7.192 1.773 5.054 -0.10 -0.21 -0.44
N 8.364 3.939 1.682 -0.08 0.13 -1.65
C 8.683 5.262 2.164 0.70 -0.19 0.33
C 7.599 4.040 0.439 -0.42 -0.24 0.16
N 9.775 2.398 2.864 -0.75 -1.46 -1.21
C 10.545 2.424 4.092 -0.10 -0.71 0.60
C 10.606 2.255 1.675 -0.07 -0.23 -0.22
H 7.629 4.059 6.038 -0.12 -0.32 -0.06
H 6.599 4.504 4.662 -0.03 0.12 0.05
H 8.341 4.873 4.705 -0.03 0.06 -0.24
H 7.653 0.808 4.818 -0.11 -0.03 -0.06
H 6.131 1.722 4.785 -0.01 -0.09 0.03
H 7.266 1.899 6.137 0.15 0.17 -0.08
H 7.816 5.753 2.618 0.00 0.09 0.08
H 9.032 5.901 1.346 -0.10 -0.17 -0.12
H 9.512 5.237 2.876 -0.14 -0.05 0.17
H 6.606 4.475 0.604 -0.05 -0.04 -0.09
H 7.464 3.055 -0.011 -0.12 0.08 0.10
H 8.129 4.650 -0.296 0.18 0.09 0.18
H 10.636 3.444 4.478 -0.17 -0.01 0.03
H 11.561 2.045 3.938 -0.11 0.02 -0.33
H 10.116 1.785 4.863 -0.06 0.22 0.04
H 11.147 3.184 1.467 -0.01 0.00 0.02
H 10.006 2.010 0.799 -0.01 0.16 0.05
H 11.334 1.445 1.788 -0.02 0.03 0.09
O -6.036 -5.524 -3.551 -1.11 0.82 3.40
P -6.832 -4.211 -3.569 0.85 0.60 -6.40
N -8.064 -4.757 -4.642 -1.71 -0.22 -0.20
C -7.928 -4.865 -6.076 0.48 0.22 -0.15
C -8.837 -5.880 -4.118 0.32 0.03 0.35
N -5.584 -3.261 -4.266 1.50 0.37 0.67
C -5.565 -2.748 -5.615 -0.68 0.56 0.08
C -4.212 -3.573 -3.857 -0.09 -0.61 0.19
N -7.734 -2.712 -3.372 0.57 -0.71 1.74
C -9.025 -2.360 -3.929 -0.79 -0.45 0.35
C -7.144 -1.626 -2.597 0.16 -0.05 0.36
H -8.876 -5.156 -6.537 -0.04 -0.18 0.28
H -7.164 -5.596 -6.371 0.03 0.00 -0.14
H -7.700 -3.906 -6.536 0.25 0.06 0.06
H -9.211 -5.642 -3.117 0.08 -0.09 0.05
H -8.236 -6.794 -4.052 -0.05 -0.05 0.06
H -9.712 -6.087 -4.740 0.07 0.19 -0.10
H -5.414 -3.542 -6.354 -0.02 -0.01 -0.12
H -4.758 -2.020 -5.744 0.06 -0.11 0.20
H -6.481 -2.196 -5.845 -0.11 -0.19 -0.07
H -3.802 -4.408 -4.437 0.10 -0.03 0.08
H -4.169 -3.841 -2.800 -0.01 -0.10 -0.12
H -3.554 -2.709 -3.983 -0.22 0.15 -0.15
H -8.944 -2.126 -4.994 0.04 -0.17 -0.02
H -9.448 -1.478 -3.436 0.32 0.01 0.13
H -9.765 -3.148 -3.789 0.08 0.00 -0.22
H -6.786 -0.831 -3.259 -0.01 -0.02 -0.02
H -6.302 -1.971 -1.996 0.03 -0.01 -0.18
H -7.865 -1.197 -1.895 -0.05 -0.03 -0.07
```
Positions in Å, forces in eV/Å.



# 7
Here is the ion C9H14N with charge +1 from the OMol25 dataset. Energies are from ωB97M-V/def2-TZVPD.

Results
net charge	+1
HOMO energy	-0.499	Eh
energy relative to the best compared isomer or geometry (same formula, charge and spin)	4.1943	eV
lowest unoccupied orbital energy	-3.01	eV
largest force on an atom	4.71	eV/Å
E_tot	-11039.6252	eV
molar mass	136.22	g/mol

```
24
Properties=species:S:1:pos:R:3:forces:R:3
C 1.576 -1.200 0.160 0.93 -2.09 1.12
C 1.575 0.100 0.142 2.64 2.29 0.90
C 0.630 -2.293 -0.221 -0.34 -0.93 -0.36
C -2.077 0.455 -0.213 -0.63 0.24 -0.78
C -0.882 -1.903 -0.371 2.54 -0.30 0.98
C -0.745 0.485 0.474 -0.60 1.17 1.22
C -1.393 -0.776 0.054 2.71 0.13 0.09
C -0.689 0.894 1.925 3.71 2.67 -1.13
C 0.508 1.411 -1.627 -0.08 3.52 0.86
N 0.504 1.068 -0.130 0.24 -2.31 -2.10
H 2.545 -1.567 0.608 -0.99 0.23 -0.94
H 2.555 0.623 0.422 -1.65 -0.67 -0.40
H 1.050 -2.659 -1.200 -0.76 0.53 0.31
H 0.862 -3.268 0.348 -0.82 1.67 -0.17
H -2.958 0.757 0.290 -0.65 0.40 0.65
H -2.114 0.609 -1.271 -0.13 0.45 -0.52
H -1.463 -2.623 -0.820 -1.33 -1.53 -1.11
H 0.075 0.355 2.476 0.22 -0.18 -0.06
H -1.531 0.821 2.463 -3.40 -0.49 1.57
H -0.380 2.040 2.003 -0.70 -2.14 -0.17
H 0.593 0.664 -2.394 0.36 -1.04 0.53
H -0.471 1.939 -1.826 1.30 -0.19 0.25
H 1.400 2.155 -1.653 -1.68 -1.28 -0.63
H 0.830 1.911 0.359 -0.89 -0.15 -0.10
```
Positions in Å, forces in eV/Å.



# 8
Here is a cluster of 10 separate species, H21O10 in total from the OMol25 dataset. Energies are from ωB97M-V/def2-TZVPD.

Results
net charge	+1
HOMO energy	-0.521	Eh
energy relative to the best compared isomer or geometry (same formula, charge and spin)	4.2498	eV
lowest unoccupied orbital energy	-2.76	eV
largest force on an atom	11.94	eV/Å
E_tot	-20806.5785	eV
molar mass	181.16	g/mol

```
31
Properties=species:S:1:pos:R:3:forces:R:3
O -0.675 -0.417 0.386 0.34 0.34 2.88
H 0.186 -0.630 -0.105 0.00 0.45 -1.73
H -1.769 2.627 -0.826 -0.26 -3.87 0.73
O -2.087 1.608 -0.634 -2.00 4.54 0.14
H -3.057 1.840 -0.354 2.39 -1.15 -0.60
H -1.561 -0.964 4.188 1.92 -0.19 -3.60
O -0.820 -0.818 3.402 -2.38 0.56 4.69
H -0.359 -0.240 1.346 -1.29 -0.44 -1.34
H -0.348 -0.243 4.057 0.63 -0.22 -1.36
O 1.289 -2.693 0.719 3.42 0.56 1.91
H 1.126 -3.473 1.211 0.12 -1.27 1.15
H 0.539 -2.624 0.235 -3.42 0.45 -2.80
O 0.359 3.354 -0.996 1.70 2.98 -2.40
H -1.722 -2.039 -1.550 0.86 0.42 -2.61
H 0.404 3.917 -1.902 -0.28 -2.06 3.02
O 3.484 -0.168 -0.221 5.05 3.12 -10.36
H 3.309 -0.533 0.530 -0.83 -4.45 7.11
H 1.122 3.797 -0.507 -1.58 -0.93 -0.66
O 1.873 2.036 2.221 -2.46 0.14 4.10
H 4.272 -0.630 -0.870 -3.44 1.59 3.65
H 2.460 2.737 2.352 1.36 1.69 0.57
O -3.719 -0.812 -1.015 1.40 0.93 -2.09
H -3.908 -1.642 -1.505 0.00 0.89 0.35
H 2.061 1.726 1.413 1.11 -1.88 -4.77
O 1.325 -0.936 -1.201 0.02 1.77 -3.75
H -1.340 0.302 0.075 0.92 0.07 -0.34
O -1.282 -1.653 -2.382 0.02 3.87 8.09
H -1.333 -2.097 -3.122 -0.87 -4.30 -5.58
H -3.205 -0.225 -1.700 -1.43 -1.79 1.76
H 2.145 -0.384 -1.011 -0.53 -0.90 0.43
H 1.233 -0.721 -2.232 -0.49 -0.92 3.39
```
Positions in Å, forces in eV/Å.